i) Below is a cluster of 2 separate species, C8H15N2O in total, with properties calculated with ωB97M-V/def2-TZVPD.

Output
HOMO (alpha / beta) = -10.90 / -12.92 eV
⟨S²⟩ = 2.009
molecular weight = 155.2 g mol⁻¹
HOMO-LUMO gap (alpha / beta) = 0.174 / 0.200 Ha

Structure (ORCA input):
```
! wB97M-V def2-TZVPD RIJCOSX def2/J DEFGRID3
* xyz 1 3
C -3.595 1.216 0.930
C -2.666 1.114 -0.030
C 2.642 0.843 0.314
C 2.673 -0.356 -0.458
C 4.017 1.429 0.664
C -2.558 0.099 -1.121
C -1.265 -0.815 -1.101
C -0.704 -1.152 0.326
N 0.829 -2.942 0.566
N 0.544 -1.808 0.256
O 2.381 0.755 -1.102
H -3.485 1.977 1.614
H -4.567 0.574 1.027
H -1.874 1.896 -0.101
H 1.686 0.945 0.980
H 3.288 -1.205 -0.730
H 4.579 0.769 1.328
H 3.763 2.413 1.217
H 4.429 1.678 -0.422
H -3.311 -0.699 -1.022
H -2.687 0.760 -2.122
H -0.561 -0.225 -1.667
H -1.424 -1.739 -1.681
H -1.565 -1.859 0.684
H -0.719 -0.142 0.772
H 0.149 -3.524 0.878
*
```

---

ii) Below is a cluster of 2 separate species, C8H15N2O in total, with properties calculated with ωB97M-V/def2-TZVPD.

Output
HOMO (alpha / beta) = -8.29 / -13.36 eV
⟨S²⟩ = 2.006
molecular weight = 155.2 g mol⁻¹
HOMO-LUMO gap (alpha / beta) = 0.201 / 0.229 Ha

Structure (ORCA input):
```
! wB97M-V def2-TZVPD RIJCOSX def2/J DEFGRID3
* xyz 1 3
C 1.902 -0.656 -1.568
C 0.990 -0.483 -0.672
C -1.742 0.820 -3.552
C 1.511 -0.092 2.354
C 0.773 1.986 1.142
C -1.465 -2.016 0.901
C 0.400 0.549 1.521
C 0.121 -0.255 0.268
N -1.638 1.470 -4.530
N -1.259 -0.770 0.131
O -1.664 0.245 -2.541
H 2.564 -1.507 -1.562
H 2.417 -0.192 1.761
H 1.223 -1.076 2.713
H 1.734 0.534 3.214
H 1.751 2.008 0.673
H 0.802 2.609 2.031
H 0.049 2.410 0.449
H -2.469 -2.404 0.747
H -0.737 -2.760 0.582
H -1.319 -1.821 1.962
H -0.516 0.577 2.122
H 2.041 0.054 -2.369
H -2.105 1.731 -5.366
H -1.454 -0.912 -0.873
H -1.910 -0.048 0.465
*
```

---

The winner here is ii), beating the second structure by 80.2 kcal/mol.

---

i) Below is a structure of composition C14H41N7O5, with properties calculated with ωB97M-V/def2-TZVPD.

Output
HOMO = -7.34 eV
molecular weight = 387.5 g mol⁻¹
HOMO-LUMO gap = 0.287 Ha

Structure (ORCA input):
```
! wB97M-V def2-TZVPD RIJCOSX def2/J DEFGRID3
* xyz 0 1
C 1.027 0.298 8.380
O 0.909 0.609 7.229
N 0.757 -0.889 8.818
N 1.582 1.114 9.293
H 0.278 -1.467 8.142
H 0.819 -0.993 9.821
H 1.520 0.978 10.292
H 1.973 2.014 9.055
C -0.245 -1.887 6.785
O -0.972 -2.125 7.751
N -0.763 -1.762 5.550
N 1.021 -2.049 6.670
H -0.038 -1.444 4.922
H -1.763 -1.736 5.415
H 1.399 -2.138 5.738
H 1.704 -2.056 7.414
C 2.729 4.696 4.730
C 2.632 3.775 5.952
C 3.957 2.941 6.008
O 4.103 2.321 7.341
C 3.273 1.214 7.542
N 2.496 4.594 7.106
H 3.563 5.398 4.740
H 1.737 5.125 4.594
H 2.707 4.013 3.881
H 1.716 3.188 5.875
H 4.799 3.626 5.911
H 4.217 2.222 5.232
H 3.265 0.402 6.814
H 2.242 1.568 7.544
H 3.512 0.882 8.553
H 3.395 5.053 7.157
H 2.591 4.036 7.942
C -0.024 -3.955 12.023
C -0.054 -2.414 11.865
C 0.783 -1.782 10.799
O 0.702 -0.372 10.890
C 1.444 0.409 11.801
N -1.478 -1.980 11.604
H 1.007 -4.154 11.730
H -0.639 -4.385 11.233
H -0.309 -4.324 13.009
H 0.176 -1.875 12.784
H 0.486 -2.079 9.793
H 1.842 -2.008 10.923
H 1.187 1.367 11.349
H 2.520 0.256 11.710
H 1.027 0.364 12.807
H -1.445 -1.064 11.180
H -2.194 -2.087 12.308
C -2.014 5.969 5.839
C -0.493 5.586 5.898
C -0.210 4.041 6.067
O -0.623 3.652 7.313
C -0.356 2.268 7.650
N 0.111 6.036 4.660
H -2.499 5.938 6.815
H -2.490 5.353 5.077
H -2.098 7.013 5.537
H -0.034 6.102 6.741
H 0.865 3.866 6.050
H -0.533 3.414 5.236
H -1.263 1.721 7.396
H -0.260 2.201 8.734
H 0.483 1.821 7.116
H -0.606 6.204 3.969
H 0.460 6.971 4.813
*
```

---

ii) Below is a cluster of 5 separate species, C14H41N7O5 in total, with properties calculated with ωB97M-V/def2-TZVPD.

Output
HOMO = -8.39 eV
molecular weight = 387.5 g mol⁻¹
HOMO-LUMO gap = 0.323 Ha
SMILES = COC[C@H](C)N.COC[C@H](C)N.COC[C@H](C)N.NC(N)=O.NC(N)=O

Structure (ORCA input):
```
! wB97M-V def2-TZVPD RIJCOSX def2/J DEFGRID3
* xyz 0 1
C -4.333 -1.043 -6.324
O -3.365 -0.693 -5.327
C -3.775 -1.305 -4.094
C -2.699 -0.925 -3.062
C -1.335 -1.541 -3.423
N -3.056 -1.319 -1.668
H -5.156 -0.331 -6.235
H -4.745 -2.046 -6.196
H -3.805 -1.017 -7.276
H -4.725 -0.878 -3.757
H -3.885 -2.393 -4.119
H -2.725 0.165 -3.108
H -1.344 -2.627 -3.534
H -0.615 -1.475 -2.602
H -0.782 -1.018 -4.201
H -3.705 -0.621 -1.319
H -3.571 -2.190 -1.749
C 2.644 -4.562 0.156
O 3.453 -3.450 0.493
C 3.483 -2.345 -0.416
C 4.784 -2.367 -1.228
C 5.972 -1.740 -0.449
N 4.650 -1.709 -2.531
H 2.947 -5.391 0.794
H 2.768 -4.767 -0.908
H 1.623 -4.336 0.482
H 2.682 -2.458 -1.154
H 3.308 -1.435 0.160
H 4.899 -3.447 -1.365
H 5.716 -0.710 -0.199
H 6.897 -1.771 -1.024
H 6.087 -2.343 0.454
H 4.403 -0.777 -2.189
H 5.601 -1.570 -2.859
C -2.440 2.025 6.229
O -2.153 2.622 4.987
C -1.286 1.815 4.182
C 0.206 2.001 4.545
C 0.698 3.357 4.028
N 1.039 0.951 3.983
H -3.264 2.561 6.701
H -1.563 1.997 6.879
H -2.823 1.005 6.111
H -1.633 0.789 4.328
H -1.427 2.094 3.137
H 0.370 1.949 5.623
H 0.959 3.465 2.973
H 1.632 3.633 4.526
H -0.037 4.139 4.246
H 2.034 1.117 4.064
H 0.896 0.981 2.973
N -1.089 0.398 -0.198
C -0.010 -0.166 0.432
N 0.058 -1.501 0.095
O 0.782 0.494 1.091
H -1.262 1.375 -0.025
H -1.682 -0.267 -0.667
H -0.669 -1.870 -0.486
H 0.914 -1.970 0.337
N -0.382 4.899 0.711
C -0.358 3.960 -0.268
N -1.626 3.515 -0.559
O 0.615 3.699 -0.953
H -1.207 5.149 1.217
H 0.528 5.220 0.997
H -1.782 2.951 -1.374
H -2.332 4.045 -0.088
*
```

---

The winner here is ii), beating the second structure by 346.2 kcal/mol.

---

i) Below is a cluster of 2 separate species, C5H8FN2 in total, with properties calculated with ωB97M-V/def2-TZVPD.

Output
HOMO (alpha / beta) = -12.14 / -12.54 eV
molecular weight = 115.1 g mol⁻¹
HOMO-LUMO gap (alpha / beta) = 0.279 / 0.335 Ha

Structure (ORCA input):
```
! wB97M-V def2-TZVPD RIJCOSX def2/J DEFGRID3
* xyz 1 1
C -2.452 0.855 0.749
C -1.615 -0.057 1.255
C -0.883 0.305 -0.802
C 0.553 -1.124 0.330
C 2.512 0.741 0.055
N -1.977 1.048 -0.547
N -0.575 -0.310 0.359
F 2.064 1.176 -1.092
H -3.279 1.491 1.200
H -1.692 -0.520 2.279
H -0.216 0.414 -1.743
H 0.847 -1.403 -0.676
H 0.804 -1.582 1.261
H 2.322 1.167 0.990
H 3.336 0.041 -0.035
H -2.389 1.659 -1.228
*
```

---

ii) Below is a cluster of 2 separate species, C5H8FN2 in total, with properties calculated with ωB97M-V/def2-TZVPD.

Output
HOMO = -13.03 eV
molecular weight = 115.1 g mol⁻¹
HOMO-LUMO gap = 0.239 Ha

Structure (ORCA input):
```
! wB97M-V def2-TZVPD RIJCOSX def2/J DEFGRID3
* xyz 1 1
C -1.541 -1.067 -1.819
C -0.520 -0.131 -1.671
C -1.357 -0.540 0.287
C 1.739 1.215 0.410
C 1.743 0.860 1.761
N -2.069 -1.266 -0.591
N -0.439 0.125 -0.374
F 2.393 -0.307 2.021
H -2.048 -1.645 -2.571
H 0.017 0.257 -2.474
H -1.541 -0.505 1.271
H 1.284 2.203 0.050
H 2.186 0.457 -0.338
H 2.165 1.657 2.482
H 0.704 0.701 1.986
H -2.715 -2.013 -0.430
*
```

---

The winner here is ii), beating the second structure by 13.4 kcal/mol.